# C5H9N

One molecule with the formula C5H9N (the ωB97M-V functional and the def2-TZVPD basis, the OMol25 dataset).

Structure (ORCA input):
```
! RIJCOSX wB97M-V def2-TZVPD def2/J DEFGRID3
* xyz 0 1
C -0.582 -1.083 -1.130
C 0.806 -1.361 -0.621
C -0.186 -0.665 0.251
N -0.059 0.766 0.539
C 1.172 1.246 0.715
C -1.216 1.420 0.635
H -0.684 -0.292 -1.867
H -1.284 -1.905 -1.237
H 1.073 -2.379 -0.351
H 1.615 -0.771 -1.038
H -0.607 -1.203 1.096
H 1.998 0.557 0.786
H 1.272 2.299 0.941
H -2.122 0.920 0.329
H -1.198 2.453 0.953
*
```

Its orbital gap is 7.66 eV. As for the total energy: -250.54621 Eh. The energy above the lowest of the compared OMol25 structures with the same formula, charge and spin is 75.8 kcal per mole.


# C22H34BN6O3Pt

C22H34BN6O3Pt as an isolated structure at a distorted geometry (the ωB97M-V functional and the def2-TZVPD basis, the OMol25 dataset).

Structure (ORCA input):
```
! RIJCOSX wB97M-V def2-TZVPD def2/J DEFGRID3
* xyz 1 3
Pt -1.315 0.046 -1.008
C -0.061 1.402 -3.241
N 0.350 2.581 -2.528
C 0.085 3.825 -3.222
C 0.649 2.571 -1.206
N 0.305 1.558 -0.448
C 0.716 1.356 0.861
C 1.968 1.753 1.342
C 2.256 1.720 2.693
C 1.291 1.308 3.602
C 0.105 0.779 3.134
C -0.156 0.689 1.766
N -1.269 0.015 1.289
C -1.726 -1.111 1.786
N -3.002 -1.492 1.443
C -3.219 -2.847 0.964
C -3.825 -0.509 0.783
N -1.079 -1.936 2.645
C 0.349 -2.131 2.677
C -1.801 -2.681 3.654
N 1.294 3.702 -0.760
C 0.981 4.372 0.475
C 2.479 4.180 -1.441
H -0.337 1.683 -4.253
H -0.952 0.905 -2.757
H 0.732 0.652 -3.272
H -0.957 3.849 -3.550
H 0.730 3.927 -4.096
H 0.240 4.672 -2.561
H 2.723 2.098 0.650
H 3.221 2.046 3.047
H 1.471 1.362 4.665
H -0.641 0.410 3.821
H -2.468 -3.517 1.362
H -3.144 -2.878 -0.128
H -4.207 -3.190 1.270
H -3.773 0.426 1.339
H -4.855 -0.856 0.767
H -3.484 -0.348 -0.268
H 0.821 -1.709 1.794
H 0.541 -3.206 2.691
H 0.796 -1.690 3.572
H -2.862 -2.440 3.623
H -1.409 -2.410 4.639
H -1.669 -3.759 3.525
H 0.103 3.931 0.936
H 0.765 5.423 0.265
H 1.807 4.329 1.187
H 2.719 3.528 -2.277
H 3.325 4.170 -0.746
H 2.356 5.200 -1.813
O -2.690 2.213 -0.800
H -2.451 2.453 0.100
H -3.644 2.103 -0.821
O -0.078 -2.764 -0.694
B -0.413 -1.701 -1.532
O 0.384 -1.756 -2.676
C 1.198 -2.832 -2.536
C 2.174 -3.305 -3.388
C 2.869 -4.432 -2.975
C 2.594 -5.051 -1.762
C 1.611 -4.576 -0.904
C 0.918 -3.455 -1.315
H 2.376 -2.815 -4.327
H 3.638 -4.847 -3.611
H 3.157 -5.933 -1.488
H 1.389 -5.058 0.036
*
```

Its orbital gap (alpha / beta) is 8.01 / 6.68 eV. As for the total energy: -1556.95770 Eh. The energy above the lowest of the compared OMol25 structures with the same formula, charge and spin is 13.7 kcal per mole.


# C3H11N3

A 2-piece molecular cluster, C3H11N3 overall at a distorted geometry (the ωB97M-V functional and the def2-TZVPD basis, the OMol25 dataset).

Structure (ORCA input):
```
! RIJCOSX wB97M-V def2-TZVPD def2/J DEFGRID3
* xyz 0 1
C -2.149 -2.151 -2.272
C -3.367 -1.558 -1.917
N -3.561 -0.365 -1.286
H -1.423 -1.286 -2.302
H -2.199 -2.898 -3.061
H -4.259 -2.186 -2.207
H -2.806 -0.486 -0.597
H -4.415 -0.194 -0.759
N 2.936 2.228 2.095
C 3.019 0.954 1.228
N 1.860 0.152 1.434
H 2.635 3.053 1.682
H 3.854 2.538 2.433
H 3.898 0.387 1.575
H 3.219 1.272 0.218
H 0.974 0.754 1.293
H 1.783 -0.214 2.444
*
```

Its orbital gap is 9.40 eV. As for the total energy: -285.07882 Eh. The SMILES is C=CN.NCN. The energy above the lowest of the compared OMol25 structures with the same formula, charge and spin is 62.1 kcal per mole.


# C45H55ClF6N9S

A 6-piece molecular cluster, C45H55ClF6N9S overall at a distorted geometry (the ωB97M-V functional and the def2-TZVPD basis, the OMol25 dataset).

Structure (ORCA input):
```
! RIJCOSX wB97M-V def2-TZVPD def2/J DEFGRID3
* xyz 1 1
C 1.932 0.552 4.376
C 0.985 1.798 4.129
F -0.357 1.334 4.066
C 1.376 2.468 2.737
N 0.783 1.767 1.581
C -0.488 2.141 1.079
C -1.489 3.265 1.578
C -2.414 3.721 0.367
C -1.581 4.677 -0.602
C -0.780 3.924 -1.752
N 0.686 3.940 -1.471
N -0.735 1.267 -0.006
C 0.326 0.334 -0.183
N 0.496 -0.668 -1.036
C 1.659 -1.594 -1.077
C 1.704 -2.612 0.181
C 1.353 -4.071 -0.390
Cl 3.424 -2.706 0.859
C -0.579 -0.892 -2.063
C -2.033 -1.207 -1.475
N -2.938 -0.019 -1.647
N -2.061 -1.774 -0.117
N -2.612 -2.268 -2.379
N 1.242 0.734 0.830
N 2.508 0.289 1.210
C 3.440 0.959 0.585
S 4.650 1.931 0.071
H 1.731 0.154 5.412
H 1.762 -0.284 3.637
H 3.017 0.858 4.310
H 1.104 2.560 4.962
H 1.065 3.561 2.753
H 2.513 2.480 2.687
H -2.172 2.730 2.324
H -0.984 4.105 2.134
H -3.315 4.254 0.788
H -2.807 2.831 -0.225
H -2.344 5.355 -1.113
H -0.875 5.324 0.017
H -1.190 2.883 -1.983
H -0.942 4.522 -2.711
H 0.821 4.066 -0.457
H 1.121 3.061 -1.773
H 2.612 -0.984 -0.996
H 1.741 -2.165 -2.051
H 0.943 -2.345 0.977
H 1.879 -4.902 0.179
H 1.635 -4.204 -1.471
H 0.217 -4.183 -0.322
H -0.282 -1.794 -2.692
H -0.539 -0.002 -2.769
H -3.338 0.277 -0.753
H -2.428 0.752 -2.097
H -2.410 -1.122 0.586
H -1.185 -2.222 0.154
H -3.285 -2.769 -1.778
H -3.219 -1.802 -3.073
F -5.056 2.820 0.815
C -5.964 2.984 1.799
C -5.651 3.781 2.888
C -6.590 3.951 3.899
C -7.825 3.314 3.814
C -8.124 2.513 2.717
C -7.191 2.351 1.700
H -4.681 4.262 2.941
H -6.360 4.578 4.753
H -8.555 3.443 4.606
H -9.082 2.015 2.654
H -7.410 1.738 0.835
F 0.444 -4.285 -3.231
C 1.156 -5.007 -4.121
C 2.405 -4.557 -4.517
C 3.141 -5.304 -5.430
C 2.614 -6.485 -5.944
C 1.356 -6.923 -5.542
C 0.624 -6.183 -4.621
H 2.795 -3.630 -4.111
H 4.122 -4.966 -5.741
H 3.187 -7.064 -6.659
H 0.946 -7.841 -5.947
H -0.353 -6.513 -4.291
F 9.835 -4.724 -0.353
C 8.549 -5.107 -0.376
C 7.558 -4.175 -0.114
C 6.226 -4.571 -0.143
C 5.901 -5.895 -0.423
C 6.905 -6.823 -0.679
C 8.238 -6.426 -0.662
H 7.831 -3.151 0.110
H 5.441 -3.849 0.053
H 4.861 -6.204 -0.440
H 6.651 -7.854 -0.893
H 9.033 -7.132 -0.868
F 4.869 9.495 -1.411
C 4.613 8.185 -1.305
C 5.610 7.331 -0.862
C 5.342 5.972 -0.747
C 4.083 5.482 -1.086
C 3.091 6.348 -1.534
C 3.355 7.709 -1.639
H 6.585 7.730 -0.611
H 6.113 5.296 -0.395
H 3.876 4.419 -1.000
H 2.113 5.963 -1.801
H 2.593 8.400 -1.977
F -8.460 -0.157 3.198
C -7.508 -1.064 2.924
C -6.184 -0.759 3.197
C -5.198 -1.699 2.918
C -5.545 -2.926 2.361
C -6.878 -3.218 2.088
C -7.866 -2.284 2.375
H -5.933 0.205 3.623
H -4.159 -1.475 3.135
H -4.775 -3.657 2.140
H -7.147 -4.172 1.650
H -8.910 -2.497 2.177
*
```

Its orbital gap is 6.48 eV. As for the total energy: -3697.68879 Eh.


# C7H10Br12FO3S

C7H10Br12FO3S as an isolated structure at a distorted geometry (the ωB97M-V functional and the def2-TZVPD basis, the OMol25 dataset).

Structure (ORCA input):
```
! RIJCOSX wB97M-V def2-TZVPD def2/J DEFGRID3
* xyz -1 1
C 1.950 1.122 -2.281
C 1.029 0.018 -2.782
F 1.795 -1.195 -2.796
C -0.141 -0.247 -1.851
S -1.291 1.132 -1.602
O -2.474 0.793 -2.380
O -1.594 1.045 -0.168
O -0.671 2.355 -2.026
H 2.798 0.629 -1.787
H 1.483 1.749 -1.527
H 2.355 1.679 -3.127
H 0.713 0.137 -3.819
H 0.172 -0.625 -0.878
H -0.731 -1.051 -2.296
C 0.216 -3.903 0.691
Br 1.674 -5.068 1.187
Br 0.351 -2.186 1.549
Br 0.061 -3.734 -1.221
H -0.694 -4.365 1.045
C 4.504 -0.649 0.887
Br 3.350 0.728 1.583
Br 4.955 -1.986 2.207
Br 3.636 -1.395 -0.648
H 5.430 -0.185 0.577
C -0.428 2.336 3.168
Br 1.387 2.928 2.880
Br -1.569 3.785 3.740
Br -1.119 1.445 1.602
H -0.403 1.618 3.975
C -5.311 0.808 1.245
Br -4.695 -0.587 0.087
Br -7.241 0.923 1.277
Br -4.590 0.631 3.025
H -4.943 1.743 0.845
*
```

Its orbital gap is 7.49 eV. As for the total energy: -31884.64991 Eh.


# C4H6CoFO4

C4H6CoFO4 as an isolated structure at a distorted geometry (the ωB97M-V functional and the def2-TZVPD basis, the OMol25 dataset).

Structure (ORCA input):
```
! RIJCOSX wB97M-V def2-TZVPD def2/J DEFGRID3
* xyz 0 5
O -0.824 -0.648 -0.985
C -1.507 0.490 -0.955
C -0.773 1.553 -0.134
O -0.189 0.880 0.988
C 0.848 0.092 0.736
O 1.844 0.698 0.144
O 0.913 -1.042 1.221
C 2.762 -0.104 -0.606
H -1.446 2.320 0.261
F -2.784 0.301 -0.320
H -1.763 0.888 -1.954
H 0.010 2.018 -0.746
H 3.433 0.601 -1.104
H 3.319 -0.760 0.072
H 2.220 -0.709 -1.342
Co -0.612 -2.041 0.258
*
```

Its orbital gap (alpha / beta) is 7.07 / 10.22 eV. As for the total energy: -1939.52246 Eh. The energy above the lowest of the compared OMol25 structures with the same formula, charge and spin is 0.0 kcal per mole.


# CHF3HgMgNO3S2

CHF3HgMgNO3S2 as an isolated structure at a distorted geometry (the ωB97M-V functional and the def2-TZVPD basis, the OMol25 dataset).

Structure (ORCA input):
```
! RIJCOSX wB97M-V def2-TZVPD def2/J DEFGRID3
* xyz 1 1
Mg -1.586 2.031 1.362
N 0.213 -0.120 0.012
S -1.151 0.038 -0.827
O -2.114 1.114 -0.259
S 0.555 0.831 1.446
O 1.024 -0.846 2.505
C -0.436 1.032 -2.254
F 0.459 0.291 -2.884
F 0.140 2.131 -1.790
F -1.412 1.359 -3.082
Hg 1.091 -1.744 0.805
O 1.856 -2.812 2.153
H 1.360 -3.305 2.812
*
```

Its orbital gap (alpha / beta) is 5.37 / 5.37 eV. As for the total energy: -1768.16097 Eh.


# C6H6

C6H6 as an isolated structure at a distorted geometry (the ωB97M-V functional and the def2-TZVPD basis, the OMol25 dataset).

Structure (ORCA input):
```
! RIJCOSX wB97M-V def2-TZVPD def2/J DEFGRID3
* xyz 0 3
C 0.548 -0.972 -0.957
C 0.932 -0.638 0.357
C 0.434 -1.906 0.505
C 0.328 1.519 -0.588
C -0.461 0.203 -0.797
C 0.132 0.634 0.594
H -0.467 -2.142 1.020
H 0.815 -2.901 0.279
H 1.235 1.504 -1.079
H -0.150 2.481 -0.481
H -1.512 -0.044 -0.891
H -0.501 1.096 1.341
*
```

Its orbital gap (alpha / beta) is 7.50 / 7.82 eV. As for the total energy: -231.89075 Eh. The energy above the lowest of the compared OMol25 structures with the same formula, charge and spin is 64.6 kcal per mole.


# H8MgO8S

H8MgO8S as an isolated structure at a distorted geometry (the ωB97M-V functional and the def2-TZVPD basis, the OMol25 dataset).

Structure (ORCA input):
```
! RIJCOSX wB97M-V def2-TZVPD def2/J DEFGRID3
* xyz 0 1
Mg -0.133 0.036 0.025
S 2.225 0.256 -0.808
O 2.607 1.230 -1.815
O 3.327 -0.575 -0.382
O 1.496 0.924 0.336
O 1.053 -0.565 -1.289
O -1.688 -0.970 -0.627
H -2.528 -1.231 -0.235
H -1.676 -1.370 -1.511
O -0.868 1.704 -1.085
H -0.931 1.702 -2.048
H -0.489 2.568 -0.868
O -1.253 0.572 1.582
H -0.955 0.178 2.415
H -2.177 0.813 1.719
O 0.554 -1.553 1.220
H 0.041 -2.235 1.672
H 1.396 -1.484 1.699
*
```

Its orbital gap is 6.65 eV. As for the total energy: -1205.13865 Eh. The energy above the lowest of the compared OMol25 structures with the same formula, charge and spin is 0.0 kcal per mole.


# C40H54BBr72IN3O4PS2

C40H54BBr72IN3O4PS2 as an isolated structure at a distorted geometry (the ωB97M-V functional and the def2-TZVPD basis, the OMol25 dataset).

Structure (ORCA input):
```
! RIJCOSX wB97M-V def2-TZVPD def2/J DEFGRID3
* xyz 0 1
C -1.728 1.830 -5.951
C -2.030 1.363 -4.440
O -0.992 1.733 -3.488
B 0.046 0.741 -3.421
O 0.567 0.135 -4.635
C 0.749 0.255 -2.006
C 1.998 1.252 -1.771
C 1.870 2.226 -0.504
C 2.819 1.662 0.670
O 2.252 1.757 1.997
C 3.052 0.913 2.870
O -0.294 0.316 -1.002
C -0.610 -0.951 -0.414
S -1.197 -2.232 -1.679
P 0.916 -1.810 0.410
S 0.444 -3.356 1.502
C -1.794 -0.620 0.675
I -0.699 0.107 2.462
N -2.594 -1.870 0.981
C -3.442 -1.712 2.200
C -2.943 -2.569 3.474
N -2.454 -3.932 3.140
C -2.842 0.448 0.117
C -3.289 1.729 0.914
C -4.341 2.613 0.227
N -4.968 2.505 -1.036
C -4.602 1.366 -1.797
C -3.588 0.350 -1.249
H -0.664 2.258 -6.077
H -1.736 0.879 -6.602
H -2.527 2.520 -6.382
H -2.302 0.241 -4.364
H -2.985 1.921 -4.104
H 1.547 0.266 -4.549
H 1.176 -0.777 -2.226
H 2.948 0.601 -1.736
H 2.117 1.926 -2.704
H 0.806 2.467 -0.181
H 2.338 3.234 -0.825
H 3.188 0.600 0.403
H 3.780 2.310 0.682
H 3.216 -0.145 2.440
H 2.549 0.752 3.894
H 4.115 1.342 3.028
H -1.535 -3.401 -1.015
H 1.652 -2.347 -0.723
H 1.803 -0.879 1.032
H -3.282 -1.952 0.202
H -3.641 -0.637 2.524
H -4.478 -2.153 1.929
H -3.864 -2.714 4.163
H -2.200 -1.960 4.115
H -1.489 -4.081 3.450
H -2.597 -4.175 2.154
H -2.898 1.977 1.949
H -4.675 3.524 0.850
H -5.108 1.210 -2.814
H -3.380 -0.562 -1.919
C 4.344 -1.714 -5.258
Br 3.972 -2.641 -3.597
Br 3.462 -2.555 -6.766
Br 3.925 0.175 -5.138
H 5.416 -1.791 -5.433
C -3.667 -1.790 -7.098
Br -2.269 -3.131 -7.007
Br -4.035 -1.015 -5.355
Br -3.282 -0.438 -8.434
H -4.575 -2.298 -7.417
C -6.292 -3.795 -0.416
Br -5.663 -1.985 -0.721
Br -7.714 -4.281 -1.642
Br -4.837 -5.077 -0.453
H -6.714 -3.821 0.588
C 5.115 -2.202 -10.197
Br 4.073 -2.567 -11.791
Br 6.818 -3.130 -10.217
Br 5.335 -0.298 -9.903
H 4.551 -2.591 -9.351
C 5.994 5.459 0.920
Br 5.620 4.534 2.583
Br 5.121 4.610 -0.590
Br 5.563 7.345 1.029
H 7.068 5.386 0.750
C 7.201 2.140 -13.096
Br 7.784 3.002 -11.459
Br 7.482 0.222 -13.038
Br 5.364 2.586 -13.530
H 7.822 2.529 -13.900
C 8.201 1.028 -3.635
Br 6.824 1.886 -2.572
Br 7.571 -0.622 -4.436
Br 8.945 2.234 -4.959
H 9.010 0.763 -2.955
C -5.789 -5.027 6.242
Br -6.546 -4.294 4.614
Br -4.443 -3.856 7.001
Br -7.163 -5.477 7.536
H -5.289 -5.955 5.972
C 0.774 -2.829 -14.980
Br 0.416 -3.261 -13.124
Br 1.268 -0.967 -15.205
Br 2.092 -4.023 -15.755
H -0.155 -2.980 -15.528
C -1.973 0.753 7.077
Br -2.994 2.360 6.717
Br -2.973 -0.843 6.621
Br -0.235 0.793 6.216
H -1.796 0.722 8.151
C 9.794 2.989 -0.437
Br 9.440 2.575 1.425
Br 10.269 4.854 -0.683
Br 11.121 1.798 -1.202
H 8.866 2.824 -0.981
C -3.917 3.197 10.922
Br -3.289 5.005 10.603
Br -5.349 2.705 9.709
Br -2.464 1.911 10.881
H -4.332 3.176 11.928
C -2.148 6.336 5.526
Br -2.508 5.917 7.386
Br -1.665 8.200 5.289
Br -0.824 5.144 4.761
H -3.075 6.176 4.978
C 4.028 8.895 -2.817
Br 5.044 7.567 -3.800
Br 2.897 8.083 -1.468
Br 5.174 10.267 -2.065
H 3.370 9.386 -3.532
C 5.477 -6.160 -4.841
Br 6.878 -4.851 -5.129
Br 5.476 -7.528 -6.215
Br 5.560 -6.925 -3.061
H 4.528 -5.632 -4.917
C 13.458 -1.081 0.497
Br 12.142 -0.948 1.915
Br 14.931 -2.243 0.986
Br 12.652 -1.607 -1.187
H 13.873 -0.084 0.354
C 4.838 -3.808 -18.638
Br 5.768 -3.126 -17.079
Br 4.374 -2.391 -19.878
Br 5.832 -5.229 -19.506
H 3.903 -4.242 -18.287
C -5.813 8.542 10.784
Br -4.677 8.339 9.224
Br -7.264 9.787 10.460
Br -6.461 6.834 11.435
H -5.197 8.971 11.572
C -5.394 11.845 13.540
Br -4.257 11.641 11.979
Br -6.845 13.090 13.217
Br -6.041 10.135 14.191
H -4.777 12.272 14.328
C 10.882 -0.496 6.264
Br 11.804 0.220 7.813
Br 10.411 0.896 4.998
Br 11.888 -1.923 5.423
H 9.950 -0.930 6.621
C -8.978 -2.007 7.948
Br -9.741 -1.295 6.314
Br -7.648 -0.815 8.702
Br -10.348 -2.468 9.242
H -8.465 -2.931 7.684
C -12.082 -4.984 11.891
Br -13.781 -4.248 11.313
Br -11.641 -4.444 13.701
Br -12.024 -6.911 11.679
H -11.316 -4.569 11.239
C 2.149 -9.613 -5.753
Br 1.781 -10.543 -4.092
Br 1.254 -10.445 -7.260
Br 1.737 -7.722 -5.626
H 3.220 -9.694 -5.934
C -16.601 -7.042 10.841
Br -15.471 -7.247 9.280
Br -18.056 -5.801 10.520
Br -17.243 -8.752 11.495
H -15.983 -6.612 11.628
*
```

Its orbital gap is 7.33 eV. As for the total energy: -188810.60318 Eh.


# C3H3EuO3

C3H3EuO3 as an isolated structure at a distorted geometry (the ωB97M-V functional and the def2-TZVPD basis, the OMol25 dataset).

Structure (ORCA input):
```
! RIJCOSX wB97M-V def2-TZVPD def2/J DEFGRID3
* xyz 2 9
C -0.131 -0.193 -1.020
C 0.636 -0.708 -1.981
O -1.411 0.108 -1.056
H 1.697 -0.883 -1.805
H 0.182 -1.113 -2.891
H -1.870 -0.174 -0.250
O -0.010 0.866 2.327
C 0.999 0.585 1.769
O 2.143 0.483 1.672
Eu -2.235 1.028 3.235
*
```

Its orbital gap (alpha / beta) is 4.60 / 5.23 eV. As for the total energy: -1051.38175 Eh. The energy above the lowest of the compared OMol25 structures with the same formula, charge and spin is 40.5 kcal per mole.


> What is the formula in the first record?

C5H9N